# 1
Computed, not measured: a 3-piece molecular cluster, C23H54N2O5P overall, with ωB97M-V/def2-TZVPD.

E_HOMO = -12.76 eV
Total charge = +1
Lowest unoccupied orbital energy = -2.46 eV

Each line ends with the Löwdin charge.
Positions of all 85 atoms, in Å:
C (4.6573, -4.7487, -0.0771)  0.03
C (3.6142, -3.6969, 0.0671)  -0.55
O (2.4846, -3.9113, 0.3855)  0.11
O (4.0302, -2.4274, -0.1815)  -0.03
C (4.1901, -1.6322, 1.0066)  -0.16
C (3.2579, -0.4333, 0.9250)  -0.16
C (2.7511, -0.0434, 2.3119)  -0.19
C (1.4776, -0.8126, 2.6439)  -0.16
C (0.2188, -0.1863, 2.0546)  -0.13
N (-0.4282, -1.1497, 1.0608)  -0.13
C (-1.3178, -2.1573, 1.7475)  -0.12
C (-1.4776, -3.4561, 0.9509)  -0.16
C (-2.9363, -3.9220, 0.7555)  -0.16
C (-3.2635, -5.2478, 1.4633)  -0.26
O (-4.1220, -6.0870, 0.7248)  -0.05
P (-1.1505, -0.2244, -0.2751)  0.46
N (-0.0619, 0.1718, -1.2629)  -0.09
O (-2.2548, -1.2149, -0.7925)  -0.10
O (-1.9680, 0.8316, 0.5590)  -0.08
H (4.9893, -5.0520, 0.9136)  0.10
H (5.5027, -4.4042, -0.6610)  0.09
H (4.2121, -5.6107, -0.5670)  0.10
H (5.2311, -1.3224, 1.0789)  0.14
H (3.9622, -2.2327, 1.8890)  0.13
H (3.7977, 0.4051, 0.4875)  0.11
H (2.4558, -0.6812, 0.2302)  0.10
H (2.6361, 1.0374, 2.3778)  0.11
H (3.5103, -0.3059, 3.0486)  0.12
H (1.3644, -0.8943, 3.7236)  0.12
H (1.5938, -1.8369, 2.2797)  0.11
H (0.4213, 0.7436, 1.5323)  0.12
H (-0.5272, 0.0045, 2.8188)  0.13
H (0.3439, -1.6673, 0.6291)  0.14
H (-0.8169, -2.3742, 2.6883)  0.13
H (-2.2582, -1.6691, 1.9861)  0.13
H (-0.8951, -4.2293, 1.4461)  0.11
H (-1.0191, -3.3277, -0.0287)  0.11
H (-3.1323, -4.0358, -0.3081)  0.11
H (-3.5999, -3.1475, 1.1334)  0.11
H (-2.3356, -5.7680, 1.7172)  0.11
H (-3.7896, -5.0426, 2.3926)  0.12
H (-3.8056, -6.1533, -0.1817)  0.09
H (0.0775, 1.1647, -1.3960)  0.03
H (-2.0458, -1.5035, -1.6968)  0.11
H (-2.8326, 1.0137, 0.1590)  0.11
C (5.8999, 2.6472, 1.6157)  -0.12
C (6.2760, 4.1235, 1.6809)  -0.26
C (5.4459, 4.9144, 2.6905)  -0.22
C (3.9434, 4.9402, 2.4039)  -0.23
C (3.5599, 5.4923, 1.0316)  -0.27
C (3.9768, 6.9449, 0.8222)  -0.11
H (4.8659, 2.5062, 1.2912)  0.05
H (6.5394, 2.1184, 0.9070)  0.07
H (6.0167, 2.1709, 2.5924)  0.08
H (6.1841, 4.5667, 0.6863)  0.10
H (7.3294, 4.2093, 1.9552)  0.11
H (5.8268, 5.9370, 2.7397)  0.10
H (5.6009, 4.4904, 3.6875)  0.11
H (3.4539, 5.5398, 3.1772)  0.11
H (3.5351, 3.9287, 2.5069)  0.09
H (2.4748, 5.4145, 0.9181)  0.10
H (3.9928, 4.8706, 0.2425)  0.10
H (3.5309, 7.5904, 1.5811)  0.08
H (3.6547, 7.3067, -0.1544)  0.07
H (5.0593, 7.0652, 0.8732)  0.07
C (-4.5662, -2.0185, -3.6694)  -0.11
C (-4.4032, -0.5003, -3.6580)  -0.27
C (-5.3694, 0.2094, -2.7106)  -0.24
C (-6.8498, 0.0281, -3.0477)  -0.23
C (-7.2431, 0.4812, -4.4526)  -0.26
C (-7.0080, 1.9682, -4.7024)  -0.11
H (-5.5540, -2.3158, -4.0189)  0.07
H (-3.8346, -2.4864, -4.3299)  0.07
H (-4.4321, -2.4344, -2.6656)  0.06
H (-4.5129, -0.1116, -4.6720)  0.10
H (-3.3786, -0.2533, -3.3538)  0.09
H (-5.1278, 1.2766, -2.6926)  0.10
H (-5.2004, -0.1585, -1.6901)  0.10
H (-7.4416, 0.5852, -2.3157)  0.11
H (-7.1280, -1.0212, -2.9195)  0.10
H (-8.3016, 0.2580, -4.5997)  0.11
H (-6.7048, -0.1056, -5.2021)  0.10
H (-7.5640, 2.5754, -3.9855)  0.08
H (-7.3357, 2.2513, -5.7024)  0.07
H (-5.9523, 2.2327, -4.6201)  0.06

Forces on atoms 1 to 2 (eV/Å):
C 0.009 -0.258 -0.502
C 0.370 0.189 -0.205

=====

# 2
Computed, not measured: a 3-piece molecular cluster, C23H54N5O overall, with ωB97M-V/def2-TZVPD.

E_HOMO = -9.39 eV
Total charge = +1
Lowest unoccupied orbital energy = -4.85 eV

Each line ends with the Löwdin charge.
Positions of all 83 atoms, in Å:
C (-3.4980, 4.6933, 2.5603)  -0.13
O (-3.0858, 5.9373, 3.2289)  -0.26
C (-1.6178, 5.9218, 3.5255)  -0.20
C (-1.3815, 7.2011, 4.5724)  -0.14
C (0.0725, 7.9420, 4.3719)  -0.21
C (1.2943, 7.3185, 5.2699)  -0.21
C (1.3997, 5.6686, 5.2268)  -0.20
C (1.7851, 5.1087, 3.6983)  -0.19
C (1.3443, 3.5432, 3.4996)  -0.16
N (1.4664, 3.0112, 2.0897)  -0.05
C (0.5151, 1.8391, 1.7686)  -0.14
C (0.0375, 2.0163, 0.1755)  -0.10
N (-0.1190, 3.5476, 0.2068)  0.00
C (1.1625, 3.9471, 0.9413)  -0.16
N (1.8729, 5.0413, 0.4490)  0.20
H (-4.5350, 4.3367, 3.0127)  0.12
H (-2.7370, 3.8080, 2.6622)  0.07
H (-3.6610, 4.8787, 1.4120)  0.10
H (-1.3867, 4.8852, 4.0541)  0.11
H (-1.0548, 6.0613, 2.5054)  0.11
H (-1.6178, 6.8711, 5.6718)  0.13
H (-2.2061, 8.0021, 4.2567)  0.13
H (0.3827, 7.8680, 3.2438)  0.10
H (0.0070, 9.0895, 4.6352)  0.12
H (1.3176, 7.7183, 6.3922)  0.13
H (2.3047, 7.7252, 4.7858)  0.12
H (2.3454, 5.3867, 5.8964)  0.12
H (0.4809, 5.1173, 5.6974)  0.11
H (1.2891, 5.8675, 2.9588)  0.07
H (2.9624, 5.2182, 3.6293)  0.13
H (2.1022, 2.8997, 4.1607)  0.16
H (0.2617, 3.3288, 3.9136)  0.12
H (-0.4137, 1.7772, 2.4932)  0.14
H (1.1327, 0.8447, 1.7349)  0.14
H (-0.8878, 1.3894, -0.1910)  0.14
H (1.0498, 1.8215, -0.3902)  0.14
H (-0.8700, 3.8994, 0.8631)  0.11
H (1.3108, 5.8906, 0.1715)  0.16
H (2.9260, 5.0391, 0.3967)  0.16
C (-3.1333, -0.5154, 0.6485)  -0.10
C (-2.4941, -1.3932, -0.4242)  -0.27
N (-1.7692, -2.5452, 0.1194)  -0.19
C (-0.8931, -3.1968, -0.8580)  -0.25
C (-1.5517, -3.8434, -2.0713)  -0.08
C (-2.5378, -3.4502, 0.9745)  -0.25
C (-3.8021, -4.0744, 0.3952)  -0.08
H (-2.3998, -0.2093, 1.4008)  0.06
H (-3.5421, 0.3920, 0.1905)  0.07
H (-3.9594, -1.0264, 1.1538)  0.07
H (-1.7873, -0.7568, -0.9715)  0.10
H (-3.2613, -1.6994, -1.1419)  0.10
H (-0.2744, -3.9474, -0.3499)  0.11
H (-0.1778, -2.4490, -1.2220)  0.10
H (-2.0690, -4.7673, -1.8082)  0.06
H (-0.7841, -4.1096, -2.8063)  0.06
H (-2.2559, -3.1731, -2.5709)  0.07
H (-2.8169, -2.9055, 1.8867)  0.10
H (-1.8835, -4.2550, 1.3373)  0.12
H (-4.4477, -3.3368, -0.0888)  0.07
H (-4.3845, -4.5329, 1.1999)  0.08
H (-3.5739, -4.8635, -0.3215)  0.06
C (3.9701, -6.4566, -6.8815)  -0.09
C (3.6734, -6.1135, -5.4240)  -0.27
N (2.5038, -5.2466, -5.2546)  -0.19
C (2.4062, -4.6541, -3.9178)  -0.26
C (2.2087, -5.6029, -2.7410)  -0.09
C (1.2454, -5.7383, -5.8164)  -0.25
C (0.7419, -7.0996, -5.3506)  -0.09
H (4.0479, -5.5535, -7.4946)  0.08
H (4.9237, -6.9914, -6.9501)  0.07
H (3.2004, -7.1057, -7.3118)  0.07
H (4.5585, -5.5931, -5.0369)  0.12
H (3.5775, -7.0398, -4.8493)  0.10
H (1.6026, -3.9068, -3.9078)  0.10
H (3.3219, -4.0782, -3.7357)  0.11
H (1.1975, -6.0120, -2.7146)  0.05
H (2.3530, -5.0570, -1.8022)  0.07
H (2.9249, -6.4287, -2.7457)  0.07
H (1.3479, -5.7715, -6.9096)  0.10
H (0.4540, -4.9949, -5.6478)  0.11
H (1.5208, -7.8661, -5.3828)  0.07
H (-0.0661, -7.4343, -6.0079)  0.07
H (0.3336, -7.0578, -4.3407)  0.05

Forces on atoms 1 to 2 (eV/Å):
C -0.997 -0.367 -0.515
O 1.863 -2.071 -0.304

=====

# 3
Computed, not measured: a 3-piece molecular cluster, C23H54N7O6P3 overall, with ωB97M-V/def2-TZVPD.

E_HOMO = -7.82 eV
Total charge = 0
Lowest unoccupied orbital energy = 0.02 eV
SMILES string = CCP(CC)C1=C(C[C@H](O)CN)C(=O)OC1=O.CN(C)P(=O)(N(C)C)N(C)C.CN(C)P(=O)(N(C)C)N(C)C

Each line ends with the Löwdin charge.
Positions of all 93 atoms, in Å:
C (1.4425, -6.8532, 3.9493)  -0.18
C (1.6010, -6.0426, 2.6289)  -0.41
P (3.0097, -4.7913, 2.6923)  1.04
C (2.2865, -3.3151, 1.7875)  -0.42
C (3.1441, -2.0241, 1.9455)  -0.16
C (4.2987, -5.4307, 1.5343)  -0.20
C (4.9134, -6.6204, 1.5722)  -0.13
C (4.7408, -7.7697, 2.5404)  -0.06
C (5.6938, -7.7736, 3.7636)  -0.34
O (5.1041, -7.1454, 4.9063)  -0.05
C (7.1321, -7.2112, 3.5072)  -0.18
N (7.4297, -6.0739, 4.4324)  0.00
C (5.8612, -6.6813, 0.3695)  -0.42
O (6.7951, -7.3482, 0.1752)  0.19
O (5.3678, -5.7515, -0.5287)  0.12
C (4.8744, -4.7390, 0.3032)  -0.43
O (4.9672, -3.6199, 0.0128)  0.20
H (0.3855, -6.8572, 4.2475)  0.06
H (2.0511, -6.4544, 4.7705)  0.05
H (1.7109, -7.8995, 3.7386)  0.06
H (0.6849, -5.4465, 2.4850)  0.06
H (1.6710, -6.6728, 1.7292)  0.08
H (2.1206, -3.5806, 0.7315)  0.08
H (1.2933, -3.1438, 2.2308)  0.07
H (2.4713, -1.2024, 2.2334)  0.06
H (3.9220, -2.1025, 2.7137)  0.06
H (3.5342, -1.7595, 0.9587)  0.06
H (3.7194, -7.6824, 2.9431)  0.09
H (4.7597, -8.7058, 1.9631)  0.13
H (5.8211, -8.8327, 4.0555)  0.13
H (4.6787, -7.8687, 5.3823)  0.09
H (7.8434, -8.0087, 3.7855)  0.11
H (7.3501, -6.9654, 2.4643)  0.09
H (8.0888, -6.4097, 5.1296)  0.06
H (8.0016, -5.4419, 3.8714)  0.06
C (1.0754, 4.7006, 1.4373)  -0.14
N (2.0093, 3.7183, 0.9434)  -0.35
C (3.2476, 3.6903, 1.7146)  -0.13
P (1.7528, 2.3858, -0.1075)  0.73
O (1.8204, 1.2915, 0.9487)  -0.31
N (0.1122, 2.0794, -0.5514)  -0.34
C (-1.0053, 2.9346, -0.2059)  -0.13
C (-0.3074, 0.6819, -0.4744)  -0.15
N (1.8990, 3.4172, -1.4890)  -0.30
C (2.5286, 4.7237, -1.5373)  -0.11
C (1.3458, 3.0165, -2.7804)  -0.12
H (1.5751, 5.6701, 1.5535)  0.08
H (0.6456, 4.4157, 2.4055)  0.09
H (0.2679, 4.9073, 0.7396)  0.05
H (4.1168, 3.7465, 1.0469)  0.07
H (3.3382, 2.7771, 2.3105)  0.07
H (3.3186, 4.5348, 2.4002)  0.08
H (-1.1367, 3.0172, 0.8806)  0.08
H (-1.9362, 2.5466, -0.6237)  0.07
H (-0.8931, 3.9275, -0.6501)  0.07
H (-0.5798, 0.3895, 0.5471)  0.08
H (0.4877, 0.0188, -0.8158)  0.07
H (-1.1664, 0.5013, -1.1267)  0.08
H (1.7953, 5.5108, -1.3384)  0.09
H (2.9644, 4.9211, -2.5208)  0.08
H (3.3529, 4.8195, -0.8346)  0.07
H (0.3779, 3.4977, -2.9483)  0.08
H (1.2089, 1.9403, -2.8421)  0.08
H (2.0113, 3.2867, -3.6052)  0.08
C (-7.2176, 1.9521, -3.7476)  -0.14
N (-6.6731, 2.3832, -2.4826)  -0.35
C (-6.7548, 1.3459, -1.4590)  -0.13
P (-5.6516, 3.7119, -2.1196)  0.73
O (-4.3674, 2.9211, -1.9152)  -0.31
N (-5.0667, 4.6082, -3.4783)  -0.34
C (-5.4843, 4.3882, -4.8467)  -0.14
C (-3.6398, 4.9243, -3.4523)  -0.15
N (-7.0151, 4.7728, -2.0463)  -0.30
C (-8.4028, 4.3939, -1.8509)  -0.11
C (-6.8474, 6.2158, -2.2018)  -0.12
H (-8.2140, 1.5189, -3.6005)  0.08
H (-6.5848, 1.2030, -4.2388)  0.09
H (-7.3923, 2.7741, -4.4374)  0.05
H (-7.2060, 1.7461, -0.5423)  0.07
H (-5.7696, 0.9449, -1.2030)  0.07
H (-7.3742, 0.5079, -1.7783)  0.08
H (-5.2376, 3.3774, -5.1943)  0.08
H (-4.9949, 5.0984, -5.5159)  0.08
H (-6.5539, 4.5780, -4.9680)  0.07
H (-3.0254, 4.0855, -3.8015)  0.08
H (-3.3184, 5.1821, -2.4432)  0.07
H (-3.4259, 5.7947, -4.0795)  0.08
H (-8.8955, 4.2318, -2.8137)  0.09
H (-8.9591, 5.1739, -1.3238)  0.08
H (-8.5129, 3.5013, -1.2399)  0.07
H (-7.0947, 6.5222, -3.2222)  0.09
H (-5.8287, 6.5273, -1.9874)  0.07
H (-7.4875, 6.7725, -1.5120)  0.08

Forces on atoms 1 to 2 (eV/Å):
C -0.153 -0.290 -0.745
C 0.001 0.294 -0.119

=====

Calculated maximum force (eV Å⁻¹), listed in the same order as above: 1.1, 5.5, 6.6